No. 1
The following is a quantum chemistry calculation of C30H30GeN6O2PdS2 as an isolated structure in a non-equilibrium geometry, from the OMol25 dataset.

Last column: Löwdin charge in e.
Atoms and positions in Å:
Pd1 -1.0650 1.1765 0.1407  0.3395
O1 6.3253 4.1390 -5.5382  -0.2165
N1 5.7246 3.1383 -4.9595  -0.2787
C1 4.3606 3.2556 -4.8918  -0.0867
C2 3.5797 2.3498 -4.2781  -0.1108
C3 4.1623 1.1373 -3.7941  -0.1006
C4 5.4977 0.9749 -4.0024  -0.1420
C5 6.3671 2.0156 -4.4560  -0.7739
S1 8.0716 1.9447 -4.3120  0.3685
H1 3.9396 4.2074 -5.3036  0.1307
H2 2.5392 2.5531 -4.2353  0.0703
H3 3.5579 0.3596 -3.4156  0.0720
H4 5.9501 0.0684 -3.6998  0.0689
C6 1.7560 1.3770 3.0371  -0.3169
Ge1 0.5420 0.3136 1.8588  0.8688
C7 1.7945 -1.0656 0.9803  -0.3073
C8 3.0005 -0.5813 0.4172  -0.1342
C9 3.9009 -1.4123 -0.2650  -0.1267
C10 3.6479 -2.7624 -0.4701  -0.1313
C11 2.4061 -3.2080 -0.0549  -0.1391
C12 1.5430 -2.4039 0.6773  -0.1502
C13 -0.2542 -0.7822 3.3166  -0.2591
C14 0.3475 -0.9334 4.5450  -0.1020
C15 -0.2499 -1.6406 5.6273  -0.0781
C16 -1.4692 -2.2731 5.4900  -0.0734
C17 -2.0684 -2.2593 4.2416  -0.1719
C18 -3.3555 -2.8502 3.9603  -0.0744
C19 -3.8856 -2.8285 2.7232  -0.1157
C20 -3.2646 -2.0365 1.7108  -0.0837
C21 -2.1034 -1.3701 1.9691  -0.1043
C22 -1.4708 -1.4863 3.1815  -0.2020
H5 2.4292 0.7424 3.6707  0.0083
H6 1.1948 2.0519 3.7422  0.0222
H7 2.3433 2.0631 2.4820  -0.0315
H8 3.2252 0.4965 0.5575  0.0963
H9 4.8530 -1.0019 -0.7412  0.1164
H10 4.4315 -3.3305 -1.0268  0.1039
H11 2.0872 -4.2347 -0.1763  0.0849
H12 0.5471 -2.8284 1.0229  0.1120
H13 1.3075 -0.5055 4.7816  0.0697
H14 0.2380 -1.6378 6.5802  0.0826
H15 -1.9246 -2.8470 6.2712  0.0928
H16 -3.7840 -3.3981 4.8018  0.1018
H17 -4.8005 -3.3547 2.4594  0.0979
H18 -3.7570 -1.8670 0.7758  0.0860
H19 -1.6990 -0.7126 1.2372  0.0067
C23 -1.6654 2.6042 -4.2269  -0.2775
S2 -1.7927 2.8476 -2.4756  0.8594
O2 -3.1810 3.3870 -2.2472  -0.5695
C24 -1.7378 1.1300 -1.9259  -0.5601
C25 -0.3993 0.6491 -1.7485  -0.2953
C26 -0.1475 -0.7761 -1.9009  -0.1020
C27 -1.1900 -1.6361 -2.0260  -0.1199
C28 -2.5130 -1.1298 -2.1299  -0.1401
C29 -2.7840 0.1950 -2.0524  -0.1625
H20 -2.5921 2.1947 -4.6198  0.0486
H21 -0.8506 1.9417 -4.5701  0.0631
H22 -1.4121 3.5875 -4.6609  0.0464
H23 0.5061 1.2784 -1.8219  0.0988
H24 0.8570 -1.1148 -1.8907  0.0835
H25 -0.9550 -2.7115 -2.1562  0.1048
H26 -3.3593 -1.8155 -2.3265  0.0987
H27 -3.7629 0.5866 -2.4391  0.1194
N2 -5.0225 0.4499 3.5603  0.1359
N3 -4.5670 1.0956 2.4405  -0.3270
N4 -5.1718 0.9250 1.3065  0.1220
C30 -4.3399 1.5295 0.4751  -0.1998
N5 -3.2814 2.0874 1.1255  0.0098
N6 -3.4651 1.7500 2.3697  0.0544
H28 -4.5239 -0.4439 3.4969  0.0653
H29 -4.6024 0.9233 4.3373  0.0833
H30 -4.5656 1.7125 -0.5317  0.0713

- energy relative to the best compared isomer or geometry (same formula, charge and spin) (kcal per mole) = 0.0
- F_max (Eh/bohr) = 0.0470
- total charge = -2
- gap between HOMO and LUMO (spin up / spin down) (eV) = 5.3563 / 5.3560


No. 2
The following is a quantum chemistry calculation of C30H30N7O4S2W as an isolated structure in a non-equilibrium geometry, from the OMol25 dataset.

Last column: Löwdin charge in e.
Atoms and positions in Å:
W1 1.5285 0.4636 -3.7911  1.4764
O1 3.1834 -2.0086 -1.1102  0.1175
C1 2.7730 -1.1216 -1.8297  -0.4294
N1 1.4750 -0.5417 -2.0580  -0.2097
C2 0.5246 -0.2684 -0.9302  -0.1437
C3 -0.1827 -1.5136 -0.4493  -0.2754
C4 -0.2881 -1.8710 0.8769  -0.0431
C5 -0.7354 -3.1590 1.1179  -0.0256
C6 -1.0084 -4.0693 0.0051  -0.0633
C7 -1.1616 -3.5009 -1.2471  -0.1681
N2 -0.7438 -2.2377 -1.4692  0.0938
C8 3.9310 -0.1134 -2.0285  -0.2638
C9 3.8497 1.0904 -1.3369  -0.0072
C10 5.0264 1.7360 -0.9085  -0.0792
C11 6.1565 1.1617 -1.1999  -0.0829
C12 6.1384 0.0588 -2.1190  -0.1631
N3 5.0957 -0.4924 -2.4969  0.1185
H1 -0.1970 0.5638 -1.1836  0.0887
H2 1.1854 0.1707 -0.1656  0.1258
H3 -0.0595 -1.1696 1.7055  0.0910
H4 -0.8608 -3.5743 2.1225  0.0775
H5 -1.1450 -5.1336 0.1403  0.0831
H6 -1.6461 -4.0325 -2.1183  0.1121
H7 2.8824 1.4509 -1.0957  0.0876
H8 5.0078 2.5546 -0.2097  0.1141
H9 7.1963 1.4915 -0.9730  0.1161
H10 7.1664 -0.2885 -2.3669  0.1158
C13 -2.8375 0.4238 -2.7871  -0.1250
N4 -1.8048 1.2988 -3.2612  -0.2888
C14 -2.0040 1.7302 -4.6117  -0.1247
C15 -1.4116 2.4467 -2.3755  -0.1368
C16 -0.2418 3.1144 -3.1362  -0.2517
C17 -0.4816 4.4754 -3.3347  -0.0293
C18 0.3188 5.3072 -4.2962  -0.0613
C19 1.5580 4.8518 -4.6631  -0.0979
C20 1.8218 3.4332 -4.4587  -0.1111
C21 0.9607 2.5111 -3.7292  -0.2543
H11 -2.4955 -0.0922 -1.8992  0.0554
H12 -2.9474 -0.5044 -3.3390  0.0810
H13 -3.8193 0.8968 -2.6082  0.0951
H14 -2.6401 0.9006 -5.0922  0.1085
H15 -1.0758 1.9344 -5.0674  0.0373
H16 -2.6782 2.6791 -4.6859  0.1149
H17 -1.0738 2.0695 -1.4207  0.0870
H18 -2.2807 3.0401 -2.3548  0.0958
H19 -1.4653 4.6800 -3.0070  0.0761
H20 0.0517 6.3456 -4.2978  0.0778
H21 2.4233 5.3246 -5.0609  0.0831
H22 2.6703 3.0219 -4.9370  0.0499
O2 2.5409 0.5407 -5.0280  -0.4923
N5 -1.4812 -5.6755 6.4975  0.0707
C22 -1.2293 -4.3205 6.1800  -0.3583
C23 -1.5662 -3.3251 7.1251  -0.0306
C24 -1.4678 -1.9520 6.8407  -0.0461
C25 -1.0822 -1.5029 5.5801  -0.2852
C26 -0.6958 -2.4879 4.6772  -0.0505
C27 -0.7941 -3.8435 5.0045  -0.0627
S1 -0.7018 0.1294 5.0908  0.5298
O3 -1.7172 1.0280 5.7398  -0.4212
O4 0.6629 0.2319 5.5294  -0.3194
N6 -0.7111 0.0865 3.5497  -0.1768
C28 -1.7919 0.5375 2.8323  -0.6242
S2 -3.2163 1.4630 3.4324  0.9777
C29 -3.6383 1.8761 1.7655  -0.4135
C30 -2.7811 1.2136 0.9514  -0.3179
N7 -1.7527 0.5202 1.4914  0.0204
H23 -0.9964 -5.9431 7.3451  0.0781
H24 -1.1837 -6.3193 5.7483  0.0869
H25 -1.9746 -3.6472 8.0833  0.1016
H26 -1.7367 -1.1783 7.5585  0.1133
H27 -0.2857 -2.1880 3.6995  0.0884
H28 -0.6040 -4.6258 4.3063  0.0925
H29 -4.5738 2.4513 1.5983  0.0571
H30 -2.8607 1.3958 -0.0566  0.0379

- F_max (Eh/bohr) = 0.1540
- spin multiplicity = 3
- total charge = -1
- gap between HOMO and LUMO (spin up / spin down) (eV) = 6.8483 / 6.0491
- <S²> = 2.023


No. 3
The following is a quantum chemistry calculation of one molecule with the formula C30H31F2N3O4, from the OMol25 dataset.

Last column: Löwdin charge in e.
Atoms and positions in Å:
C1 -4.2887 -2.0951 -1.0744  -0.0565
C2 -3.1775 -3.0235 -1.5563  -0.3901
C3 -2.7841 -4.0027 -0.4512  -0.0682
C4 -1.9729 -2.2797 -2.1590  -0.0666
C5 -1.2575 -1.2122 -1.3078  -0.2583
C6 -2.1412 0.0182 -1.1189  -0.3774
O1 -2.7042 0.6371 -1.9776  0.1384
N1 -2.2068 0.2177 0.2411  0.1409
C7 -2.8969 1.2819 0.8652  -0.1596
C8 -4.1247 1.7019 0.3673  -0.0059
C9 -4.7877 2.7538 0.9737  -0.0628
C10 -4.2474 3.3883 2.0785  -0.0112
C11 -3.0268 2.9483 2.5567  -0.2624
F1 -2.4841 3.5615 3.6269  0.0628
C12 -2.3327 1.9081 1.9691  0.0754
C13 -1.4775 -0.7560 0.9616  -0.4352
O2 -1.4207 -0.8336 2.1594  0.1356
N2 -0.9471 -1.6111 0.0447  0.0907
C14 0.3064 -2.3453 0.1167  -0.1250
C15 1.0945 -2.1057 1.3775  -0.1756
C16 1.5949 -3.1915 2.0828  -0.0064
C17 2.3541 -3.0077 3.2233  0.0096
C18 2.6006 -1.7185 3.6549  -0.2642
F2 3.3387 -1.5277 4.7644  0.0643
C19 2.1104 -0.6177 2.9767  0.0240
C20 1.3609 -0.8202 1.8347  -0.0387
C21 1.0685 -1.9152 -1.1864  -0.0535
C22 2.3195 -1.0997 -0.9045  -0.3877
O3 3.3950 -1.5114 -0.5660  0.1392
N3 2.0090 0.2290 -1.1128  0.0946
C23 2.9972 1.2892 -0.9264  -0.2443
C24 3.2715 1.9830 -2.2611  -0.1349
C25 4.3558 3.0414 -2.0840  -0.1942
C26 3.9341 4.0619 -1.0319  -0.2033
C27 3.6473 3.3665 0.2946  -0.1907
C28 2.5600 2.3090 0.1238  -0.1344
C29 0.7163 0.4316 -1.5448  -0.3490
O4 0.1635 1.4938 -1.6316  0.1490
C30 0.1363 -0.9355 -1.8992  -0.0516
H1 -4.5108 -1.3368 -1.8210  0.0817
H2 -5.1937 -2.6703 -0.8917  0.0847
H3 -4.0160 -1.6056 -0.1429  0.0776
H4 -3.5808 -3.6157 -2.3877  0.1352
H5 -3.6430 -4.6137 -0.1836  0.0806
H6 -1.9912 -4.6674 -0.7880  0.0754
H7 -2.4539 -3.4812 0.4427  0.0724
H8 -1.2366 -3.0293 -2.4585  0.1249
H9 -2.3092 -1.7563 -3.0579  0.1340
H10 -4.5490 1.2165 -0.4954  0.1096
H11 -5.7388 3.0796 0.5824  0.1085
H12 -4.7520 4.2072 2.5654  0.1168
H13 -1.3885 1.5910 2.3792  0.1247
H14 0.0788 -3.4159 0.0476  0.1454
H15 1.3931 -4.1945 1.7377  0.1188
H16 2.7495 -3.8450 3.7756  0.1196
H17 2.3150 0.3743 3.3473  0.1213
H18 0.9711 0.0368 1.3065  0.1100
H19 1.3384 -2.7961 -1.7688  0.1638
H20 3.9028 0.7743 -0.5841  0.1567
H21 2.3519 2.4550 -2.6123  0.1194
H22 3.5841 1.2428 -3.0018  0.1231
H23 4.5379 3.5394 -3.0378  0.1107
H24 5.2855 2.5593 -1.7734  0.1165
H25 4.7218 4.8053 -0.8988  0.1089
H26 3.0349 4.5804 -1.3706  0.1173
H27 3.3272 4.0981 1.0382  0.1121
H28 4.5600 2.8912 0.6616  0.1173
H29 1.6317 2.7831 -0.1985  0.1178
H30 2.3842 1.8071 1.0766  0.1020
H31 0.1395 -1.0258 -2.9872  0.1762

- F_max (Eh/bohr) = 0.0107
- gap between HOMO and LUMO (eV) = 9.4868
- structure (SMILES) = CC(C)C[C@@]12C(=O)N(c3cccc(F)c3)C(=O)N1[C@H](c1ccc(F)cc1)[C@@H]1C(=O)N(C3CCCCC3)C(=O)[C@@H]12


| no. | energy (eV) |
| --- | --- |
| 1 | -126294.6885 |
| 2 | -73708.6106 |
| 3 | -49711.9476 |